#A
Below is one molecule with the formula C7H11NO, with properties calculated with ωB97M-V/def2-TZVPD.

Gap between HOMO and LUMO (hartree): 0.3601
Structure (SMILES): N[C@@]12CC[C@@H]3CO[C@@H]1[C@H]32

```
! wB97M-V def2-TZVPD RIJCOSX def2/J DEFGRID3
* xyz 0 1
N 2.2414 -1.1732 0.0649
C 1.0450 -0.3515 -0.1055
C 1.2642 1.1567 -0.5426
C 0.1129 2.0072 0.1497
C -0.8536 0.7957 0.1478
C -2.2009 0.0836 0.0622
O -1.6267 -1.1386 -0.5691
C -0.2969 -1.3037 -0.0302
C 0.0022 -0.2633 0.9426
H 2.8341 -0.7016 0.7508
H 2.7694 -1.1174 -0.8430
H 2.2769 1.4333 -0.1613
H 1.1680 1.3222 -1.6341
H -0.2233 2.8047 -0.5168
H 0.3607 2.4269 1.1350
H -0.6547 0.6188 -0.8832
H -2.9018 0.5690 -0.5990
H -2.7269 -0.1937 0.9641
H -0.0332 -2.3742 0.0871
H 0.0170 -0.2150 2.0544
*
```

Quick look at the Mulliken charges, all values in e: atom 1 (N): -0.644, atom 2 (C): 0.505, atom 3 (C): -0.964, atom 4 (C): -0.661, atom 5 (C): 0.105, atom 6 (C): -0.586, atom 7 (O): -0.480, atom 8 (C): -0.205, atom 9 (C): -0.792, atom 10 (H): 0.319, atom 11 (H): 0.325, atom 12 (H): 0.329, atom 13 (H): 0.339, atom 14 (H): 0.309, atom 15 (H): 0.309, atom 16 (H): 0.345, atom 17 (H): 0.313, atom 18 (H): 0.261, atom 19 (H): 0.439, atom 20 (H): 0.433

#B
Below is a 2-piece molecular cluster, C7H11NO overall, with properties calculated with ωB97M-V/def2-TZVPD.

Gap between HOMO and LUMO (hartree): 0.3140

```
! wB97M-V def2-TZVPD RIJCOSX def2/J DEFGRID3
* xyz 0 1
C -3.8303 -0.2402 0.1363
C -2.5248 0.0354 -0.7640
C -1.3242 0.0584 0.4165
C -0.1231 -0.8635 0.5256
C 0.9135 1.3160 -0.1040
C 2.2756 0.9787 0.1504
C 2.9393 -0.2649 0.1355
H -3.6227 -1.2241 1.1785
H -4.1781 0.8644 0.7010
H -4.8111 -0.5864 -0.3463
H -2.1346 -0.4201 -1.6573
H -2.3330 1.2182 -1.1297
H -1.6416 0.6937 1.2874
H 0.2034 -0.6750 1.6075
H -0.0223 -2.0551 0.2465
H 0.7197 2.4030 -0.4630
H 2.9517 1.8847 0.5059
H 3.8699 -0.1494 0.8267
N -0.0538 0.3468 -0.1845
O 2.6774 -1.3126 -0.5554
*
```

Quick look at the Mulliken charges, all values in e: atom 1 (C): -0.933, atom 2 (C): -0.430, atom 3 (C): -0.269, atom 4 (C): -0.607, atom 5 (C): 0.025, atom 6 (C): -0.370, atom 7 (C): 0.073, atom 8 (H): 0.208, atom 9 (H): 0.233, atom 10 (H): 0.312, atom 11 (H): 0.447, atom 12 (H): 0.197, atom 13 (H): 0.362, atom 14 (H): 0.341, atom 15 (H): 0.210, atom 16 (H): 0.273, atom 17 (H): 0.201, atom 18 (H): 0.207, atom 19 (N): 0.066, atom 20 (O): -0.548

#C
Below is one molecule with the formula C7H11NO, with properties calculated with ωB97M-V/def2-TZVPD.

Gap between HOMO and LUMO (alpha / beta) (hartree): 0.2558 / 0.2923

```
! wB97M-V def2-TZVPD RIJCOSX def2/J DEFGRID3
* xyz 0 1
C -0.9785 1.2361 -0.8426
C -1.0160 0.4493 -2.0609
C -0.6323 0.1399 0.5542
C -0.4670 0.8506 1.7084
H -1.9278 1.6348 -0.5044
H -0.1759 1.9641 -0.7766
H -1.4562 -0.5709 0.5399
H -0.4151 0.8466 -2.8764
H -2.0033 0.1097 -2.3629
H -0.3499 -0.5571 -1.8177
H 0.3521 1.5523 1.8180
H -1.1485 0.7570 2.5443
C 1.0660 -1.7215 1.1717
C 0.7624 -0.7604 0.0163
C 1.8503 0.2553 -0.1089
O 0.4908 -1.3979 -1.1015
N 2.6470 1.0784 -0.2190
H 0.2001 -2.3628 1.3311
H 1.2829 -1.1584 2.0829
H 1.9189 -2.3450 0.9040
*
```

Quick look at the Mulliken charges, all values in e: atom 1 (C): -0.583, atom 2 (C): -0.830, atom 3 (C): -0.313, atom 4 (C): -0.867, atom 5 (H): 0.450, atom 6 (H): 0.376, atom 7 (H): 0.468, atom 8 (H): 0.331, atom 9 (H): 0.325, atom 10 (H): 0.252, atom 11 (H): 0.331, atom 12 (H): 0.294, atom 13 (C): -1.526, atom 14 (C): 1.395, atom 15 (C): -0.057, atom 16 (O): -0.708, atom 17 (N): -0.496, atom 18 (H): 0.387, atom 19 (H): 0.368, atom 20 (H): 0.404

The winner here is #A, beating the second structure by 24.5 kJ/mol.

#A
Below is one molecule with the formula C7H11NO, with properties calculated with ωB97M-V/def2-TZVPD.

Gap between HOMO and LUMO (hartree): 0.3042
Structure (SMILES): C=C(C(C)=O)/C(C)=C\N

```
! wB97M-V def2-TZVPD RIJCOSX def2/J DEFGRID3
* xyz 0 1
C 0.4585 -0.8293 -2.0817
C 0.2314 -0.4526 -0.8339
C -1.2057 -0.5243 0.1067
C -2.2197 0.4308 -0.4653
O -1.4994 -1.4834 0.7942
C 0.9810 -0.1562 0.3388
C 1.7805 -1.2944 0.9198
C 0.6986 0.9388 1.1177
N 0.3053 2.1851 0.6740
H 1.4634 -0.8029 -2.5003
H -0.3526 -1.1456 -2.7321
H -2.9856 -0.1410 -0.9928
H -1.7852 1.1410 -1.1662
H -2.6731 0.9906 0.3575
H 2.7329 -0.9232 1.3114
H 2.0318 -2.0512 0.1738
H 1.2457 -1.7956 1.7300
H 1.1221 0.9740 2.1184
H -0.1414 2.1963 -0.2329
H -0.1886 2.7430 1.3630
*
```

Quick look at the Mulliken charges, all values in e: atom 1 (C): -0.829, atom 2 (C): 0.017, atom 3 (C): 0.816, atom 4 (C): -1.226, atom 5 (O): -0.572, atom 6 (C): 0.625, atom 7 (C): -1.429, atom 8 (C): -0.452, atom 9 (N): -0.455, atom 10 (H): 0.283, atom 11 (H): 0.263, atom 12 (H): 0.340, atom 13 (H): 0.346, atom 14 (H): 0.303, atom 15 (H): 0.365, atom 16 (H): 0.407, atom 17 (H): 0.276, atom 18 (H): 0.433, atom 19 (H): 0.260, atom 20 (H): 0.228

#B
Below is one molecule with the formula C7H11NO, with properties calculated with ωB97M-V/def2-TZVPD.

Gap between HOMO and LUMO (hartree): 0.3645
Structure (SMILES): C=C[C@@H](N)[C@]1(C)CC1=O

```
! wB97M-V def2-TZVPD RIJCOSX def2/J DEFGRID3
* xyz 0 1
C -0.4121 2.3122 -0.8048
C 0.4251 1.7737 0.0628
C 0.1532 0.5197 0.8572
N -1.1088 0.6576 1.5601
C 0.2146 -0.7561 -0.0202
C 0.4340 -2.0254 0.7820
C 0.8494 -0.7089 -1.4261
C -0.5970 -0.8362 -1.2332
O -1.6772 -0.9301 -1.7329
H -1.3714 1.8780 -1.0336
H -0.1708 3.2194 -1.3321
H 1.3808 2.2428 0.2514
H 0.9308 0.4189 1.6254
H -1.8737 0.7663 0.9042
H -1.2973 -0.1570 2.1321
H 1.4139 -2.0034 1.2580
H 0.3801 -2.9007 0.1386
H -0.3233 -2.1315 1.5570
H 1.2395 0.2311 -1.7871
H 1.4103 -1.5705 -1.7587
*
```

Quick look at the Mulliken charges, all values in e: atom 1 (C): -0.737, atom 2 (C): -0.354, atom 3 (C): -0.117, atom 4 (N): -0.631, atom 5 (C): 1.191, atom 6 (C): -1.684, atom 7 (C): -0.884, atom 8 (C): 0.216, atom 9 (O): -0.558, atom 10 (H): 0.217, atom 11 (H): 0.277, atom 12 (H): 0.314, atom 13 (H): 0.440, atom 14 (H): 0.283, atom 15 (H): 0.303, atom 16 (H): 0.343, atom 17 (H): 0.392, atom 18 (H): 0.378, atom 19 (H): 0.306, atom 20 (H): 0.306

The winner here is #B, beating the second structure by 45.5 kJ/mol.